1.
Below is C44H42As2N2PtS2SeTe as an isolated structure at a distorted geometry, with properties calculated with ωB97M-V/def2-TZVPD.

Element x y z (Å)
H -2.795 -0.022 -3.077
H -6.139 2.302 -1.820
H 3.825 -1.565 0.419
C 1.292 -0.335 -4.252
H 3.880 1.639 2.415
C 4.118 3.092 -0.634
C 0.455 2.598 5.932
C -2.776 -3.993 -6.544
H 2.247 -1.753 5.332
Se -0.938 -4.501 -0.597
H 4.782 -0.961 1.770
C 0.530 0.273 6.532
C 0.500 -1.730 2.514
C -0.009 -0.082 5.302
C -1.138 2.076 0.623
H -0.013 -2.182 5.764
Pt -0.975 -1.978 -0.394
C -0.862 -3.398 -5.212
C -5.622 1.599 -1.181
H 0.636 3.638 6.175
C -3.043 -2.555 -4.638
H -0.778 -4.677 -6.925
H -3.203 -4.524 -7.384
C -4.287 -0.212 0.446
C -1.674 -2.623 -4.396
C 2.910 -0.775 3.516
H -3.691 -1.990 -3.979
C -4.235 1.549 -1.189
As -0.948 -1.667 -2.885
C -3.590 -3.233 -5.716
H 3.922 -0.190 -1.449
C 3.134 -2.271 -3.503
H 4.564 -1.122 -4.612
C -0.325 0.924 4.388
H 3.975 -0.763 3.755
S -1.129 -2.056 1.999
H -0.742 0.656 3.424
C 3.918 0.571 0.553
H -1.170 -1.722 4.517
Te -3.174 -3.453 -0.549
C -1.415 -4.078 -6.288
C 0.512 3.725 1.196
C -0.443 4.431 1.916
C 4.076 1.950 -1.423
H 3.850 -3.029 -3.209
C 4.054 2.972 0.748
H -6.230 -0.817 1.112
C 2.184 -1.896 4.253
C -1.715 0.103 -3.193
As -1.625 0.488 -0.368
H -0.105 1.192 -2.215
H 0.936 1.988 0.016
H -3.685 2.228 -1.829
C -0.090 2.253 4.699
H -0.174 5.357 2.409
H 1.178 1.868 7.814
C 3.862 -0.801 1.198
N 2.750 -1.005 2.101
C 2.614 -0.229 -4.658
H 2.476 0.190 3.814
H -7.423 0.786 -0.348
C -0.167 -1.531 4.901
C 0.887 -1.402 -3.456
H -3.105 2.400 1.432
C 3.983 0.698 -0.830
S 1.290 -1.444 -0.088
C 3.939 1.721 1.336
C -6.342 0.748 -0.353
H 0.773 -0.502 7.250
H 4.109 2.032 -2.502
C 3.535 -1.201 -4.288
H -0.331 3.020 3.978
C 1.486 -1.375 1.639
H 4.201 4.069 -1.094
H -2.483 4.484 2.582
C -5.674 -0.151 0.465
C -1.739 3.945 2.011
C -3.561 0.637 -0.383
H 1.508 -3.194 -2.446
H 4.099 3.856 1.374
H -4.654 -3.176 -5.900
C 0.174 2.540 0.559
N 0.793 -1.906 3.866
H -3.769 -0.932 1.073
H 1.525 4.096 1.127
C 1.816 -2.369 -3.079
H 0.202 -3.471 -5.022
H 2.924 0.608 -5.270
H 0.581 0.421 -4.559
C -1.194 1.101 -2.178
C -2.088 2.765 1.369
H 2.645 -2.857 4.004
H -1.610 2.097 -2.329
H -1.532 0.407 -4.224
C 0.759 1.607 6.850

**E_tot**: -268525.44709 eV
**Frontier orbital gap**: 4.8 eV
**Relative energy (zero: lowest compared OMol25 entry of this formula, charge and spin)**: 0.0 kcal/mol
**Largest force on an atom**: 0.033 Eh/bohr

---

2.
Below is C52H46Cl2N12O6TeW as an isolated structure at a distorted geometry, with properties calculated with ωB97M-V/def2-TZVPD.

Element x y z (Å)
N 1.341 2.427 1.964
H 3.919 3.763 2.412
C 1.009 -1.790 -6.191
H 6.668 3.806 -0.890
C -1.487 -1.727 4.153
C -3.425 2.196 -0.130
C 2.662 1.306 -1.059
H 1.292 1.448 -5.166
N -1.286 -0.407 1.267
C -3.472 0.996 -5.789
C -4.866 2.889 -3.725
C 3.417 2.574 0.691
C 0.455 -5.764 -0.150
C -2.857 -1.306 -5.936
W -0.026 -0.148 -0.269
H 0.180 3.479 4.467
C 1.189 0.372 -5.110
C 4.211 3.435 1.423
H -3.770 -0.867 0.692
H 2.398 -2.752 3.961
C 0.306 -4.044 1.612
H -2.604 -4.028 -2.236
O -0.881 3.936 -1.561
H 6.059 4.518 1.373
H -2.898 3.128 -0.253
C 1.113 -0.274 -3.892
C 0.141 -6.369 2.173
H -1.972 -2.527 3.597
C 2.100 1.972 0.975
O 0.059 0.940 -1.960
H 0.945 -3.376 4.762
C -6.757 1.230 -2.995
C -2.779 -0.186 -3.828
H -1.640 -2.849 -3.183
C -1.752 0.929 1.361
C 0.452 -4.411 0.244
C 1.135 -0.403 -6.263
C 0.565 -3.226 -0.505
C -0.864 2.275 3.025
C -7.540 1.327 -4.315
N -4.957 0.613 -0.296
Te 0.312 -1.288 3.127
H -6.418 -0.890 -3.052
C -7.777 0.987 -1.876
C -2.238 -2.178 -1.204
H -8.396 1.870 -1.706
O -1.508 -1.111 -1.389
H 0.855 -3.514 -4.892
H 5.172 2.297 -2.200
H -2.247 -2.247 -4.112
C 0.940 -2.438 -4.964
H -2.572 -0.218 -2.762
H 0.288 -7.773 0.531
C 0.045 2.160 1.867
O -6.941 3.651 -2.816
C 1.004 -1.660 -3.819
H 1.715 -1.888 5.365
C -2.592 -1.336 -4.580
N 1.249 -0.926 -1.664
O -2.787 -2.523 -0.176
C 0.300 -6.726 0.806
H 0.571 -6.016 -1.196
H -6.455 2.838 -0.666
C 1.482 -2.476 4.479
C -2.000 1.545 2.722
C -5.824 0.024 -3.114
Cl -2.649 -2.748 -6.890
C -2.942 2.147 4.813
H 0.006 -7.155 2.905
C -3.502 2.200 -3.559
H -5.311 0.013 -4.073
H -3.316 1.921 -2.521
C -3.247 0.981 -4.413
C -0.723 2.929 4.238
N -4.615 1.881 -0.626
H -1.231 -2.043 5.162
N 0.677 -3.186 -1.886
H -4.721 3.969 -3.629
N -2.971 1.113 0.491
H -3.757 2.118 5.525
C -2.453 -2.982 -2.480
C 0.342 -2.647 1.625
H -8.435 0.167 -2.166
H -3.458 -0.131 -7.623
N -0.216 3.595 -2.488
H -6.908 1.598 -5.163
H -2.743 2.949 -3.789
Cl -3.958 -2.396 -3.266
C -3.281 -0.141 -6.556
H -2.114 -0.843 4.166
N 2.416 1.050 -2.268
H -1.721 3.367 6.083
H 1.183 0.074 -7.234
C -3.064 1.473 3.603
C 4.921 2.603 -1.193
C 0.984 -2.044 -2.388
N 0.481 -2.157 0.339
C -1.784 2.858 5.129
H -3.958 0.907 3.370
C 5.743 3.450 -0.456
C 1.215 0.257 -2.485
C -5.555 2.801 -1.275
C -5.995 2.565 -2.738
C 0.145 -5.066 2.582
C -3.928 0.150 0.351
H 0.973 -2.367 -7.107
N 1.799 1.038 0.064
H -5.240 2.737 -4.737
H -7.295 0.698 -0.943
C 5.396 3.857 0.832
H -5.071 3.776 -1.227
N -0.609 1.673 0.820
H -7.959 0.345 -4.539
C 3.763 2.166 -0.583
H -3.797 1.907 -6.279
H 0.001 -4.833 3.629
H -7.249 3.712 -3.726
O 0.902 3.787 -2.807
H -8.380 2.022 -4.252
H -5.075 -0.035 -2.324

**E_tot**: -118994.98157 eV
**Spin multiplicity**: 3
**Frontier orbital gap (alpha / beta)**: 5.5 / 5.0 eV
**Relative energy (zero: lowest compared OMol25 entry of this formula, charge and spin)**: 154.6 kcal/mol
**Largest force on an atom**: 0.118 Eh/bohr

---

3.
Below is a single C6H8F3NO4 molecule at a distorted geometry, with properties calculated with ωB97M-V/def2-TZVPD.

Element x y z (Å)
F 1.634 -0.291 -0.469
C -0.419 0.078 -1.751
F -1.726 0.550 -1.409
O 0.187 0.960 -2.512
C 0.245 -0.314 -0.437
H -0.814 3.541 1.840
H 0.769 3.243 2.411
C 0.404 2.265 0.320
F -0.790 -1.016 -2.426
H -0.303 0.707 1.633
H 0.562 -4.757 0.422
C -0.047 -1.578 0.363
O -0.583 -1.526 1.418
C 0.245 3.403 1.362
O 0.935 2.536 -0.765
H -0.606 -3.618 1.123
H -1.002 -4.425 -0.491
C -0.238 -3.936 0.185
O 0.263 -2.697 -0.330
H 0.554 4.270 0.905
N -0.142 1.098 0.659
H 0.873 1.508 -2.049

**E_tot**: -24182.56893 eV
**Frontier orbital gap**: 11.2 eV
**Relative energy (zero: lowest compared OMol25 entry of this formula, charge and spin)**: 32.9 kcal/mol
**Largest force on an atom**: 0.105 Eh/bohr
**SMILES**: COC(=O)[C@](F)(NC(C)=O)C(O)(F)F

---

4.
Below is a 2-piece molecular cluster, C2H6BClO2 overall at a distorted geometry, with properties calculated with ωB97M-V/def2-TZVPD.

Element x y z (Å)
O -1.087 0.275 1.368
H -1.071 0.239 -1.985
Cl 1.831 0.520 -1.373
B 0.154 0.490 0.873
C -0.611 -0.600 -1.463
O 1.125 1.203 1.491
C 0.462 -0.096 -0.550
H 1.124 -1.825 0.120
H -0.209 -1.285 -2.207
H 0.932 1.559 2.358
H -1.372 -1.103 -0.872
H -1.277 0.622 2.241

**E_tot**: -19465.03640 eV
**Frontier orbital gap (alpha / beta)**: 8.6 / 8.6 eV
**Relative energy (zero: lowest compared OMol25 entry of this formula, charge and spin)**: 58.5 kcal/mol
**Largest force on an atom**: 0.068 Eh/bohr